{"formula": "C12H20N2O2", "method": "ωB97M-V with the def2-TZVPD basis set", "lumo_energy_ev": 0.66, "largest_force_ev_per_a": 1.6, "smiles": "CO[C@@H](CN)Cc1ccccc1.CC(N)=O", "de_lowest_ev": 0.624, "charge": 0, "elements": ["C", "O", "C", "C", "N", "C", "C", "C", "C", "C", "C", "C", "H", "H", "H", "H", "H", "H", "H", "H", "H", "H", "H", "H", "H", "H", "H", "O", "C", "N", "C", "H", "H", "H", "H", "H"], "positions_angstrom": [[-0.3617, 0.1728, 2.4893], [-0.5084, 1.3413, 1.7155], [-0.6532, 1.0968, 0.3322], [-1.9389, 1.7299, -0.2397], [-3.0091, 0.7324, -0.4102], [0.5571, 1.5865, -0.5048], [1.8621, 1.6207, 0.2477], [2.7640, 0.5842, 0.2187], [3.9614, 0.6387, 0.8794], [4.2928, 1.7656, 1.5875], [3.4086, 2.8147, 1.6530], [2.2179, 2.7256, 0.9824], [0.1065, 0.4635, 3.4338], [-1.3296, -0.2774, 2.7614], [0.2306, -0.6098, 2.0015], [-0.7596, 0.0188, 0.1497], [-2.2556, 2.6039, 0.3362], [-1.6754, 2.1127, -1.2398], [-3.6699, 1.1379, -1.0685], [-2.6363, -0.0747, -0.9090], [0.6549, 0.9471, -1.3884], [0.3759, 2.5979, -0.8854], [2.5193, -0.3015, -0.3659], [4.6640, -0.1855, 0.8285], [5.2436, 1.8088, 2.1096], [3.6919, 3.6982, 2.2135], [1.5508, 3.5844, 1.0316], [-1.8042, -2.0659, -1.8211], [-2.1684, -3.2208, -1.9462], [-3.4864, -3.5471, -1.9731], [-1.1983, -4.3683, -2.0794], [-3.8202, -4.4869, -2.0742], [-4.1548, -2.8002, -1.8846], [-0.5660, -4.4008, -1.1939], [-0.5777, -4.2061, -2.9589], [-1.7065, -5.3267, -2.1817]], "forces_ev_per_a": [[-0.246, -0.165, 0.678], [0.034, -0.100, -0.211], [-0.540, 0.023, -0.686], [0.458, -0.333, -0.952], [-0.208, 0.276, 0.077], [0.346, 0.228, 0.269], [-0.342, -0.062, -0.282], [-0.511, -1.188, -0.825], [0.695, -0.422, 0.057], [0.822, -0.092, 0.614], [0.552, 0.297, 0.315], [-0.795, 1.380, 0.227], [0.147, -0.046, -0.191], [0.003, 0.153, -0.278], [0.140, 0.255, -0.027], [0.128, 0.049, 0.211], [-0.052, -0.314, 0.250], [0.089, 0.129, 0.197], [-0.196, -0.110, 0.244], [0.111, 0.039, 0.147], [-0.099, 0.012, 0.109], [-0.106, -0.065, 0.147], [0.026, 0.055, 0.064], [-0.104, -0.020, -0.035], [-0.064, 0.065, -0.051], [-0.221, 0.036, -0.054], [-0.074, -0.187, -0.067], [0.103, 0.060, 0.020], [-0.110, 0.032, 0.024], [-0.067, 0.083, -0.012], [-0.157, -0.144, -0.017], [0.082, -0.015, 0.004], [-0.003, -0.022, 0.021], [0.060, 0.066, -0.053], [0.063, 0.052, 0.066], [0.037, -0.007, -0.001]]}